(1)
The following is a quantum chemistry calculation of a cluster of 6 separate species, C6H24O6 in total in a non-equilibrium geometry, from OMol25.

## Properties
- SMILES: CO.CO.CO.CO.CO.CO
- LUMO level: 0.27 eV
- HOMO energy: -9.44 eV

Structure (ORCA input):
```
! wB97M-V def2-TZVPD RIJCOSX def2/J DEFGRID3
* xyz 0 1
C -11.80509 3.94739 0.00936
O -11.37994 5.31150 -0.06720
H -11.24218 3.43283 -0.76940
H -11.52440 3.43990 0.93227
H -12.85995 3.73853 -0.16882
H -12.14866 5.83843 -0.29743
C -16.92287 6.86312 -1.59515
O -17.67580 7.52840 -0.65378
H -16.53348 7.57091 -2.32694
H -16.12146 6.34319 -1.07025
H -17.41332 6.10990 -2.21175
H -18.38710 7.98992 -1.10394
C -9.67543 7.94970 -2.75631
O -8.42728 8.28914 -2.15355
H -10.25663 7.28252 -2.11978
H -10.27049 8.85100 -2.90345
H -9.51255 7.46516 -3.71900
H -7.95262 8.91055 -2.71046
C -15.12004 9.90438 0.37209
O -15.19807 8.49602 0.67947
H -15.91718 10.48853 0.83190
H -14.23330 10.37537 0.79630
H -15.28208 10.13506 -0.68082
H -15.95710 8.13690 0.21418
C -13.10562 10.33280 -5.29443
O -13.30130 9.06329 -5.84700
H -13.65194 11.11633 -5.81952
H -13.16797 10.27349 -4.20783
H -12.08688 10.66413 -5.49564
H -14.23744 8.94874 -6.02616
C -13.39090 7.71249 -2.12277
O -13.27109 7.24117 -0.82194
H -13.47229 8.79244 -2.24604
H -12.47390 7.48046 -2.66441
H -14.20203 7.22706 -2.66549
H -13.81824 7.78603 -0.25154
*
```

---

(2)
The following is a quantum chemistry calculation of a cluster of 6 separate species, C6H24O6 in total, from OMol25.

## Properties
- SMILES: CO.CO.CO.CO.CO.CO
- LUMO level: 0.37 eV
- HOMO energy: -9.69 eV

Structure (ORCA input):
```
! wB97M-V def2-TZVPD RIJCOSX def2/J DEFGRID3
* xyz 0 1
C -2.13300 -2.78329 3.15028
O -1.87468 -1.87415 4.21537
H -2.06825 -2.25429 2.19138
H -1.41474 -3.60405 3.10950
H -3.14463 -3.16785 3.23883
H -0.91852 -1.76520 4.24048
C -1.09163 0.06595 -0.17212
O -0.06071 1.04511 -0.09389
H -1.88454 0.31258 0.53207
H -1.49574 0.03371 -1.18681
H -0.70339 -0.92798 0.06369
H 0.23129 1.23057 -1.00292
C 1.32112 -2.58016 1.64868
O 2.69712 -2.94976 1.56337
H 1.02286 -2.03746 0.74624
H 0.70984 -3.47562 1.74225
H 1.15936 -1.85348 2.44154
H 2.69593 -3.67567 0.93098
C 1.15139 0.34229 -3.45088
O 1.33481 1.39581 -2.52993
H 1.94889 0.37011 -4.19014
H 1.14808 -0.65141 -2.98814
H 0.17394 0.32856 -3.94483
H 2.06162 1.95524 -2.80170
C -1.16489 3.01563 -4.08579
O -2.34101 3.75487 -4.35278
H -0.91071 2.34449 -4.91192
H -0.36315 3.73501 -3.94816
H -1.24929 2.38726 -3.19477
H -2.97654 3.20565 -4.81576
C 1.46509 1.21009 3.27032
O 1.27813 2.15365 2.25267
H 2.09420 0.38782 2.91647
H 2.03144 1.65887 4.09508
H 0.54154 0.89379 3.76674
H 0.72880 1.77333 1.55459
*
```

---

(3)
The following is a quantum chemistry calculation of a cluster of 6 separate species, C6H24O6 in total in a non-equilibrium geometry, from OMol25.

## Properties
- LUMO level (alpha / beta): -3.02 / -10.24 eV
- HOMO energy (alpha / beta): -12.73 / -12.67 eV

Structure (ORCA input):
```
! wB97M-V def2-TZVPD RIJCOSX def2/J DEFGRID3
* xyz 1 2
C 9.68386 -11.55746 6.99256
O 8.69685 -10.94794 7.71262
H 9.25251 -11.71500 6.00402
H 10.55799 -10.95916 6.73559
H 9.96202 -12.49306 7.47771
H 8.97696 -10.95841 8.63078
C 7.11123 -6.22385 10.76224
O 6.92979 -6.82335 11.99526
H 8.12573 -5.85135 10.62027
H 6.81185 -6.92727 9.98527
H 6.47227 -5.34569 10.66918
H 6.16004 -7.39700 11.99716
C 4.77960 -11.65397 5.15681
O 4.02614 -10.92437 4.22497
H 5.71585 -11.13076 5.35116
H 4.23427 -11.85656 6.07859
H 4.96667 -12.62909 4.70709
H 4.64277 -10.55667 3.58768
C 7.81342 -5.30524 3.65879
O 7.21939 -5.12694 2.40867
H 8.82544 -4.90957 3.57303
H 7.33587 -4.68139 4.41434
H 7.79230 -6.30853 4.08430
H 6.32539 -5.47520 2.44186
C 3.48309 -6.96005 7.70209
O 2.45381 -7.64900 8.38083
H 3.04274 -6.50138 6.81675
H 3.91110 -6.21954 8.37778
H 4.29267 -7.66392 7.50907
H 1.88303 -6.99053 8.78358
C 7.26734 -8.23480 6.50639
O 8.04497 -9.21515 5.81428
H 7.47103 -7.25651 6.07101
H 6.20811 -8.43434 6.34419
H 7.47587 -8.09797 7.56748
H 8.05451 -10.01055 6.35174
*
```

---

(4)
The following is a quantum chemistry calculation of a cluster of 8 separate species, C6H25N2O7 in total in a non-equilibrium geometry, from OMol25.

## Properties
- LUMO level: -2.73 eV
- HOMO energy: -12.36 eV

Structure (ORCA input):
```
! wB97M-V def2-TZVPD RIJCOSX def2/J DEFGRID3
* xyz 1 1
C 1.73644 -1.03754 -2.47606
C 0.41887 -1.82845 -2.13037
C 0.12698 -1.65463 -0.61876
C -0.84273 -0.58873 -0.37615
C -1.97649 -0.10424 -0.95036
N -2.39018 1.00549 -0.18747
C -1.42313 1.25134 0.78425
N -0.47030 0.32000 0.71219
H 2.24885 -1.59229 -3.26807
H 1.55500 -0.00409 -2.77738
H 2.51374 -0.95788 -1.80256
H 0.69442 -2.87038 -2.10127
H -0.33963 -1.66278 -2.92778
H 1.11715 -1.42350 -0.04805
H -0.06929 -2.70982 -0.13171
H -2.51064 -0.54238 -1.89416
H -2.76235 1.92372 -0.43770
H -1.53507 2.05150 1.58208
H 0.26696 0.27331 1.33249
H -3.19855 4.11040 0.23100
H -2.08307 4.31231 -0.62381
O -2.68755 3.53543 -0.41105
H 2.07511 3.31740 -0.76810
H 2.34186 2.68553 0.75462
O 1.81248 2.67217 -0.09218
H -0.79499 -4.57541 0.62923
H -2.22117 -5.22525 0.97455
O -1.59277 -4.55614 1.23154
H 1.18462 -1.15693 2.47101
H 2.52752 -0.30882 2.25103
O 1.62565 -0.32368 2.31192
H -1.26611 -2.74743 1.71126
H -1.39306 -2.56073 3.26309
O -1.17747 -2.09695 2.30598
H 0.33250 3.02346 0.62601
H -0.08145 4.54026 1.06707
O -0.44503 3.72330 0.67271
H 2.12652 0.75490 -0.19048
H 3.63723 0.86230 -0.55772
O 2.91913 0.16521 -0.14084
*
```

---

(5)
The following is a quantum chemistry calculation of a cluster of 7 separate species, C6H25NO7 in total in a non-equilibrium geometry, from OMol25.

## Properties
- SMILES: CCCCNCC=O.O.O.O.O.O.O
- LUMO level: 0.44 eV
- HOMO energy: -9.83 eV

Structure (ORCA input):
```
! wB97M-V def2-TZVPD RIJCOSX def2/J DEFGRID3
* xyz 0 1
C -1.89795 2.27612 -2.13672
C -1.64553 0.78397 -1.94494
C -0.25585 0.36205 -2.41835
C 0.95872 0.76647 -1.57002
N 0.73262 0.42362 -0.16387
C 1.60067 1.18240 0.79286
C 2.88402 0.37725 0.77454
O 2.96817 -0.60784 1.46574
H -2.97535 2.43278 -2.21672
H -1.48333 2.64500 -3.07604
H -1.47476 2.93798 -1.38235
H -2.39309 0.20051 -2.48621
H -1.84648 0.42374 -0.92859
H -0.06103 0.80999 -3.40022
H -0.26595 -0.69846 -2.68518
H 1.81954 0.21610 -1.93911
H 1.19020 1.82155 -1.75904
H -0.22627 0.57323 0.10974
H 1.10033 1.16332 1.75453
H 1.73966 2.20022 0.43477
H 3.71050 0.65582 0.10543
O -0.62913 -1.92414 3.60289
H -1.39940 -2.45723 3.35671
H 0.01513 -2.26108 2.96130
O -1.59865 -3.88452 1.37646
H -1.84998 -4.20949 0.50991
H -1.05752 -3.09485 1.23639
O 0.76046 -2.28638 0.98599
H 0.38476 -1.50596 0.55570
H 1.63584 -2.01730 1.30839
O -0.61611 3.27326 1.14551
H -0.93098 2.51395 0.64952
H -1.28839 3.95810 1.06088
O 3.30534 -1.62927 -1.16859
H 3.58503 -2.47431 -0.80730
H 2.35899 -1.55761 -1.00458
O -2.47677 -0.42440 1.88615
H -1.57157 -0.58083 2.21562
H -2.80591 -0.38375 2.79879
*
```

---

(6)
The following is a quantum chemistry calculation of a structure of composition C6H26B2KO6 in a non-equilibrium geometry, from OMol25.

## Properties
- LUMO level: 1.68 eV
- HOMO energy: -4.14 eV

Structure (ORCA input):
```
! wB97M-V def2-TZVPD RIJCOSX def2/J DEFGRID3
* xyz -1 1
K -0.49872 -0.40933 0.30086
B -2.75364 -1.27800 1.82339
H -2.90944 -1.61658 0.81081
H -1.90744 -1.73281 2.31466
H -2.69215 -0.20113 1.85195
H -3.64560 -1.60974 2.33190
B 0.54559 -2.49891 2.56651
H 0.44442 -1.42569 2.51942
H 0.60943 -2.93004 3.55357
H -0.37429 -2.89481 2.16486
H 1.41557 -2.79833 2.00285
C -1.82569 2.51431 -1.96860
C -1.31420 3.99749 -2.28569
O -2.14509 4.53084 -3.33908
O -1.39140 2.05666 -0.69752
H -1.70764 1.73603 -2.72257
H -2.87562 2.71973 -1.75992
H -0.28648 4.05350 -2.64450
H -1.50641 4.69027 -1.46642
H -2.30842 3.95074 -4.08635
H -1.58463 2.57683 0.08586
C 1.68696 -4.89237 -1.62088
C 1.34470 -4.31654 -0.20164
O 0.56497 -3.07283 -0.33001
O 0.44228 -5.21922 -2.24731
H 2.33994 -5.76160 -1.69935
H 2.09722 -4.20264 -2.35848
H 2.30439 -4.07993 0.25782
H 0.83325 -5.12126 0.32652
H 0.70723 -2.58492 0.48443
H 0.37049 -4.49883 -2.87779
C 1.99640 2.67561 0.40135
C 1.03159 3.44510 1.25476
O 1.45884 4.77401 1.38232
O 1.65495 1.32582 0.52155
H 3.03422 2.82238 0.70053
H 1.78611 2.98141 -0.62352
H 0.95161 3.14518 2.29963
H 0.00902 3.50243 0.88171
H 1.96767 4.88122 2.18929
H 2.13001 0.76596 -0.09689
*
```

---

Values of ΔE to the lowest compared entry with this formula, charge and spin, in order: 377.7; 373.1; 403.2; 309.9; 234.4; 0.0, all in kJ/mol.